Computed, not measured: a molecular structure, C19H28LaNO2P2 at a distorted geometry, with wB97M-V/def2-TZVPD.

```
53
Properties=species:S:1:pos:R:3:forces:R:3
La -0.284 -0.370 0.025 0.4 4.8 3.7
P -1.604 0.729 -1.809 -1.6 0.4 -3.5
C -2.292 -0.887 -2.485 -1.6 0.5 0.1
C -1.441 -2.120 -2.434 0.7 -0.2 0.2
N -0.496 -2.190 -1.474 0.3 -0.4 -0.6
C 0.323 -3.249 -1.314 -0.7 0.2 -0.4
C 0.198 -4.316 -2.173 0.5 -1.0 0.0
C -0.769 -4.294 -3.171 0.0 0.1 0.0
C -1.594 -3.183 -3.290 -0.6 -0.3 -0.9
C 1.362 -3.174 -0.231 1.0 -0.2 0.5
P 1.004 -2.118 1.290 1.7 -3.5 0.9
H -2.367 -3.141 -4.063 0.3 -0.1 0.3
H 0.863 -5.177 -2.061 -0.3 0.3 -0.1
H -0.880 -5.140 -3.852 0.0 0.3 0.2
H 1.567 -4.175 0.183 0.0 0.2 -0.4
H 2.316 -2.815 -0.680 -0.4 -0.2 0.3
H -3.252 -1.103 -1.921 0.9 0.3 -0.6
H -2.600 -0.650 -3.516 0.0 -0.4 0.2
H -4.226 -1.812 2.496 0.5 -0.1 0.8
O -5.036 -1.978 2.036 -0.6 -0.1 -0.8
H -5.345 -2.859 2.280 0.2 0.2 0.1
H -1.000 -1.358 4.959 0.2 0.2 0.3
O -1.771 -1.595 5.477 -0.2 -0.2 -0.3
H -1.555 -1.417 6.398 0.1 0.0 0.0
C 0.062 -3.182 2.348 -0.3 -1.1 1.1
H 0.702 -4.040 2.580 -0.3 -0.2 0.3
H -0.196 -2.674 3.295 0.2 -0.2 -0.4
H -0.879 -3.560 1.910 0.5 0.3 0.0
C 2.548 -1.743 2.014 1.7 -0.2 0.9
H 2.417 -1.153 2.936 0.0 -0.2 -0.3
H 3.018 -2.695 2.270 0.4 0.1 0.2
H 3.231 -1.179 1.356 -0.5 -0.2 0.1
C -0.603 1.366 -3.135 0.2 0.7 -1.1
H -1.273 1.524 -3.986 0.3 0.1 -0.2
H -0.154 2.334 -2.854 -0.2 -0.4 0.0
H 0.220 0.701 -3.457 -0.4 0.1 0.3
C -2.976 1.758 -1.487 -1.6 1.1 -0.3
H -2.653 2.744 -1.115 0.0 -0.4 -0.2
H -3.504 1.896 -2.435 -0.3 0.3 0.1
H -3.685 1.339 -0.751 0.4 0.0 -0.3
C 1.259 1.528 0.194 0.1 0.2 -0.3
C 1.736 2.665 0.322 -0.6 -1.1 0.0
C 2.213 3.985 0.547 0.3 1.2 0.2
C 3.122 4.267 1.602 -0.5 -0.5 -0.6
C 3.524 5.567 1.842 0.2 0.5 0.1
C 3.042 6.621 1.056 -0.1 -0.3 -0.1
C 2.142 6.356 0.018 0.2 0.5 0.1
C 1.726 5.064 -0.240 0.2 -0.8 0.4
H 3.483 3.446 2.220 -0.1 0.2 -0.2
H 4.221 5.778 2.657 -0.3 -0.1 -0.3
H 3.362 7.646 1.255 -0.1 -0.4 -0.1
H 1.760 7.179 -0.591 0.1 -0.3 0.2
H 1.015 4.855 -1.038 0.2 0.1 0.1
```
Forces are in eV/Å.

HOMO: -0.47500 Eh
orbital gap: 5.9 eV
energy: -1659.6295 Ha
charge: +2

Charge distribution, Löwdin scheme, values in e: La 1.59; P 0.61; C -0.25; C -0.32; N -0.11; C -0.32; C 0.01; C 0.02; C 0.02; C -0.24; P 0.61; H 0.14; H 0.14; H 0.14; H 0.11; H 0.12; H 0.13; H 0.11; H 0.00; O -0.05; H 0.05; H 0.00; O -0.05; H 0.05; C -0.24; H 0.07; H 0.05; H 0.07; C -0.26; H 0.08; H 0.07; H 0.08; C -0.24; H 0.07; H 0.07; H 0.07; C -0.25; H 0.08; H 0.07; H 0.07; C -0.26; C -0.17; C -0.26; C -0.03; C -0.07; C -0.05; C -0.07; C -0.04; H 0.12; H 0.12; H 0.12; H 0.12; H 0.11



Computed, not measured: a molecular structure, C4H9O3 at a distorted geometry, with wB97M-V/def2-TZVPD.

```
16
Properties=species:S:1:pos:R:3:forces:R:3
C -0.409 -0.474 0.113 -0.2 -0.3 -0.1
O -0.798 -1.227 1.195 -0.1 0.8 0.2
C 0.597 0.506 0.663 -0.2 -0.7 0.2
C 0.753 1.817 0.309 0.2 0.7 -0.2
C 0.180 2.381 -0.978 0.0 0.2 0.0
O 0.518 1.570 -1.984 0.1 -0.2 -0.1
H -1.230 0.096 -0.358 0.1 0.0 0.0
H 0.037 -1.062 -0.708 0.0 0.1 0.2
H 1.476 0.820 -0.229 0.0 0.2 -0.2
H 1.111 0.128 1.542 0.1 0.0 -0.1
H 0.563 3.433 -1.048 -0.1 0.0 0.0
H 1.409 2.442 0.903 0.2 0.0 0.2
H -0.917 2.481 -0.776 -0.1 0.1 0.0
H -0.719 -2.339 0.887 -0.1 -1.0 -0.3
H -1.275 -4.023 0.940 0.0 0.1 0.0
O -0.630 -3.499 0.458 0.1 0.1 0.1
```
Forces are in eV/Å.

HOMO: -0.15728 Eh
orbital gap: 7.7 eV
energy: -383.3942 Ha
charge: -1
ΔE to the lowest compared entry with this formula, charge and spin: 133.25 kcal per mole

Charge distribution, Löwdin scheme, values in e: C -0.32; O -0.20; C -0.07; C -0.05; C -0.52; O -0.29; H 0.12; H 0.13; H 0.23; H 0.14; H 0.09; H 0.12; H 0.10; H -0.06; H -0.08; O -0.35



Computed, not measured: a molecular structure, ClH2NO at a distorted geometry, with wB97M-V/def2-TZVPD.

```
5
Properties=species:S:1:pos:R:3:forces:R:3
N 0.681 -0.352 0.025 -3.2 1.9 1.6
O -0.635 0.727 0.332 2.1 -2.8 -0.8
Cl -2.019 -0.223 0.082 0.6 0.5 0.2
H 0.588 -0.356 -1.001 1.0 0.7 0.7
H 1.386 0.204 0.562 -0.5 -0.3 -1.6
```
Forces are in eV/Å.

HOMO: -0.37442 Eh
orbital gap: 10.0 eV
energy: -591.2269 Ha
charge: 0
ΔE to the lowest compared entry with this formula, charge and spin: 35.30 kcal per mole

Charge distribution, Löwdin scheme, values in e: N 0.04; O -0.71; Cl 0.54; H 0.05; H 0.07



Among the records above, which one has the lowest charge? C4H9O3



Number 3 is which compound? ClH2NO



Among the records above, which one has the lowest energy? C19H28LaNO2P2



energy of number 1 (C19H28LaNO2P2)? -1659.6295 Ha